One molecule with the formula C3H5N3O in a non-equilibrium geometry. Source: the Open Molecules 2025 dataset; level of theory: the ωB97M-V functional and the def2-TZVPD basis.

Structure (XYZ):
```
12
C3H5N3O the ωB97M-V functional and the def2-TZVPD basis
C -0.293 -0.001 0.111
H 1.166 1.103 1.356
N -1.455 0.467 -0.062
C 0.928 0.909 0.175
C 2.062 -0.042 -0.131
N -2.498 -0.529 0.093
H -3.219 -0.105 -0.665
O 0.157 -1.370 0.353
H 3.149 0.259 -0.149
H 0.723 1.962 -0.495
H -2.399 -1.397 -0.384
N 1.679 -1.256 -0.202
```

Results
Highest occupied orbital energy in eV: -9.3
SMILES: N/N=C1/CC=NO1
LUMO in eV: 0.5
Kohn-Sham gap in Ha: 0.3599